1.
Molecular formula: C4H4Cl2F2
Method: DFT, ωB97M-V/def2-TZVPD

Atoms and positions in Å:
Cl -0.08930 2.16548 -0.92994
C 1.06174 -0.19360 -0.51944
H -1.49367 0.84740 1.22388
C 0.43315 -0.34306 0.90097
H 0.41721 -1.20193 1.58854
F 1.33196 -1.25332 -1.28225
F -0.83818 -0.00551 -1.99740
H 0.45881 0.66431 1.65242
C -0.23301 0.40498 -0.87605
C -1.03296 0.02626 0.53375
H 2.02194 0.38080 -0.78238
Cl -2.03769 -1.49182 0.48791

- lowest unoccupied orbital energy (Eh) = 0.0193
- orbital gap (Eh) = 0.4024
- calculated total energy (hartree) = -1274.83563
- HOMO (eV) = -10.4

---

2.
Molecular formula: C2H4N4
Method: DFT, ωB97M-V/def2-TZVPD

Atoms and positions in Å:
H 0.62242 2.07526 0.19482
N 1.97734 0.42903 -0.00156
N 1.85178 -0.83237 -0.22076
N -1.58175 0.03191 0.06179
H -2.13971 -0.57186 -0.51974
H -1.99954 0.92716 0.25595
C -0.20947 0.02991 -0.08259
C 0.74654 1.00944 0.06969
N 0.52338 -1.09548 -0.25999
H 0.22035 -2.01260 -0.54855

- SMILES = Nc1cnn[nH]1
- lowest unoccupied orbital energy (Eh) = 0.0239
- orbital gap (Eh) = 0.3419
- calculated total energy (hartree) = -297.60341
- HOMO (eV) = -8.7

---

3.
Molecular formula: C4H6N2S
Method: DFT, ωB97M-V/def2-TZVPD

Atoms and positions in Å:
H 1.80255 -0.53208 0.97245
C -1.62140 0.03397 0.67928
H -1.76713 -0.79332 1.34692
H -1.27662 3.07547 -0.02973
C 1.47637 -0.11450 0.02186
S 1.72969 1.62736 -0.01071
N -1.50206 1.28019 1.09455
C -1.53373 0.03072 -0.76078
H 0.38228 -0.29760 -0.08060
H 1.97454 -0.59229 -0.81892
H -1.62421 -0.79349 -1.44015
N -1.37491 1.28037 -1.16433
C -1.35982 2.00788 -0.03159

- lowest unoccupied orbital energy (alpha / beta) (Eh) = -0.1125 / -0.1126
- orbital gap (alpha / beta) (Eh) = 0.2195 / 0.2187
- calculated total energy (hartree) = -663.58606
- HOMO (alpha / beta) (eV) = -9.0 / -9.0

---

4.
Molecular formula: C25H58O8
Method: DFT, ωB97M-V/def2-TZVPD

Atoms and positions in Å:
H 1.57637 0.92612 3.62176
H 2.68283 2.80377 4.78386
C 2.14652 -3.14856 3.81688
O -3.49870 1.26363 -2.25081
H -0.38891 1.86373 -6.94896
C -4.69016 0.69337 3.18545
H 4.78749 1.59842 1.94727
C -5.80638 1.00109 -0.75968
H 0.44744 -3.27294 2.45931
H 3.06748 0.37836 4.35647
H 2.96206 -2.56531 -5.82315
H 0.77524 -5.12138 6.10271
C 4.42993 0.56390 1.99535
H 5.22168 0.11447 3.97325
H -0.89341 -5.10710 5.49742
H -2.73793 -1.98665 5.39110
C -3.44499 1.40241 2.68251
H 2.01154 -3.09031 1.66509
H -4.85033 0.89007 4.25176
H 1.25524 -1.70755 2.47956
H 1.18923 1.34672 -6.35467
H -5.63796 0.36164 -1.64377
H -2.54453 1.04263 3.18509
H 3.47923 0.05487 -5.16234
H -1.70158 2.85198 -1.62326
H 2.35389 -4.22389 3.85878
C 1.42148 -2.78556 2.53159
H 4.93990 -1.29799 2.96085
H 4.53204 0.15575 0.98786
C -1.94438 3.68370 -5.61314
O -2.34446 1.27648 -0.32703
C 1.93301 -2.74636 -5.50863
H 0.96995 2.98170 -7.01060
H 0.39227 -1.88654 -4.29738
O -4.65315 1.75701 -0.34976
H -6.22070 0.38108 0.06291
H 1.90581 -3.72106 -5.01722
H 4.90399 0.22012 -4.13648
H -2.66740 -1.12488 3.06157
H 0.28841 0.42454 0.60349
H -3.39001 -0.34810 5.37823
H -0.50590 -2.89022 4.41999
H 1.31304 -2.78962 -6.40623
H 1.10123 3.01059 -4.52930
C -0.09824 1.41500 -1.25898
H -0.25695 1.91052 -4.40573
C -1.35658 2.20286 -0.79751
H -0.18215 -2.83112 6.14019
C 0.33005 0.37517 -0.49907
O -0.66716 3.84658 -5.01401
C -2.79601 2.61573 -4.94985
O 1.47235 -2.73161 4.99473
C 2.66242 1.02352 3.56922
O -4.68639 -0.70368 2.93367
H -1.00202 2.88538 0.01299
H -3.32195 1.23665 1.61633
H -2.44671 4.64845 -5.52245
C -3.61886 -1.43796 3.50661
C -3.53368 1.41224 -1.06447
C 3.52814 -1.29380 -3.45335
H 3.33463 0.85119 -3.59791
C 0.17512 2.70616 -5.02254
H 2.59718 3.11483 3.03891
H -3.51822 2.47790 2.85847
H 6.32525 -0.23519 2.64311
C 0.17276 -3.25645 5.19907
H 0.67319 -0.55482 -0.98407
H -1.83674 3.49188 -6.68687
C -3.55648 -1.36563 5.02128
H 0.45961 -5.25111 4.37568
C 3.03973 2.47546 3.80577
H -4.49052 -1.71838 5.46389
C 3.82857 0.03355 -4.12830
H 3.11588 -2.64725 3.83302
O 2.14437 -1.58194 -3.35076
H -2.34189 1.62648 -5.02176
H 1.41064 -0.68890 -5.06942
H 0.46360 1.67580 -2.16954
H -5.56413 1.09216 2.66597
C 5.27783 -0.25943 2.94954
C 1.42530 -1.66496 -4.57094
O 3.04415 0.53679 2.29065
H -2.93076 2.83673 -3.89234
H 4.05148 -2.11564 -3.95450
H 4.11987 2.62743 3.77721
H -6.59951 1.73822 -1.01574
H 3.90782 -1.26564 -2.43020
H -3.77219 -2.47672 3.20744
C 0.50323 2.19437 -6.41453
C 0.12594 -4.77139 5.29729
H -3.77842 2.56650 -5.42396

- SMILES = C=CCOC(=O)OC.CCOCC.CCOCC.CCOCC.CCOCC.CCOCC
- lowest unoccupied orbital energy (Eh) = 0.0273
- orbital gap (Eh) = 0.3458
- calculated total energy (hartree) = -1589.07314
- HOMO (eV) = -8.7

---

5.
Molecular formula: C3H3Br2F
Method: DFT, ωB97M-V/def2-TZVPD

Atoms and positions in Å:
C 0.40246 -0.44184 -0.87632
H 0.59995 -1.42821 -0.42350
C -1.58787 0.45547 0.67162
F -1.30150 -0.18119 1.80519
H -2.06483 1.39327 0.76342
C -0.41788 0.64363 -0.36103
Br -0.39060 2.39049 -1.10311
Br -2.96274 -0.73217 -0.20572
H 1.13109 -0.30745 -1.72085

- SMILES = C=C(Br)[C@H](F)Br
- lowest unoccupied orbital energy (Eh) = -0.0075
- orbital gap (Eh) = 0.3417
- calculated total energy (hartree) = -5363.94106
- HOMO (eV) = -9.5

---

6.
Molecular formula: C2H8NO2
Method: DFT, ωB97M-V/def2-TZVPD

Atoms and positions in Å:
H 2.44407 -0.35849 -0.13762
H 2.42803 1.63744 1.05559
H -0.26147 1.62347 0.63548
O 2.09350 1.42469 0.24765
N -0.52454 0.91847 -0.00522
H -0.53479 -1.05970 -1.36872
C -1.23867 -1.28965 -0.58617
H -1.90460 -0.19496 1.16674
C -1.27801 -0.07929 0.24963
H 0.11314 0.82041 -0.71008
H -2.24954 -1.46410 -0.96706
O 1.72464 0.04972 0.38930
H -0.81178 -2.02801 0.03047

- total charge = +1
- lowest unoccupied orbital energy (Eh) = -0.1713
- orbital gap (Eh) = 0.4129
- calculated total energy (hartree) = -285.85531
- HOMO (eV) = -15.9

---

7.
Molecular formula: C5H13N2O
Method: DFT, ωB97M-V/def2-TZVPD

Atoms and positions in Å:
N -1.66046 -0.89342 -1.08665
H -2.33540 -1.52127 -1.47830
H 1.15294 -0.34975 1.50292
C 2.65324 0.73611 0.34472
H -1.56935 -0.03506 -1.68828
H 0.51034 2.02089 0.40211
H -3.05110 -0.27902 0.31656
H -1.70942 -1.26646 0.97414
H 3.17738 0.99223 1.27275
H 1.83735 -0.87827 -1.25728
C 1.29163 0.01750 0.48348
H -1.08962 0.71405 1.81717
H 1.58337 -1.94731 -0.01007
C -1.98128 -0.45856 0.30965
H -1.75391 1.68748 0.54381
H 0.26784 1.08354 -1.01942
H -0.69109 -1.31070 -1.02314
C -1.17281 0.78891 0.73920
O 3.06777 0.99600 -0.75770
C 0.19997 1.03055 0.08283
N 1.27264 -1.12744 -0.46849

- SMILES = N[C@@H](C=O)CCC[NH3+]
- total charge = +1
- lowest unoccupied orbital energy (Eh) = -0.1192
- orbital gap (Eh) = 0.3671
- calculated total energy (hartree) = -382.81168
- HOMO (eV) = -13.2

---

8.
Molecular formula: C9H17IO4S
Method: DFT, ωB97M-V/def2-TZVPD

Atoms and positions in Å:
H 4.72522 0.11610 -0.83075
H -0.46851 1.34808 1.15832
H -0.83075 -0.18252 -0.69324
H 2.64487 -0.53677 1.00083
H -3.73142 -0.88036 0.35588
S -3.88059 1.49547 0.05266
C 4.61008 -0.41611 0.10947
H -3.21420 -0.36230 -1.26730
O 1.51781 2.85268 -0.10962
C 2.46156 -1.11564 -1.14535
O -2.57198 1.68209 0.74036
O 1.33604 1.10318 -1.48606
H -6.08606 1.08303 0.88370
C 3.19740 -1.04918 0.21876
H 3.35702 -2.07515 0.54369
H -4.94826 -0.43282 -0.88048
C 1.12995 1.75581 -0.28960
C 0.37486 0.85358 0.68665
H 0.68605 -0.68282 -2.14291
I 6.15784 -1.94779 0.14042
H -4.82869 0.58121 2.05648
C 0.09686 -0.39724 -0.14810
C -5.13019 1.34355 1.33807
C -3.95547 -0.22128 -0.48341
C 1.18175 -0.28324 -1.24802
H -5.21516 2.30538 1.83913
H 2.19902 -2.14745 -1.36795
H 1.09254 0.58459 1.46870
H 4.82405 0.27413 0.91775
O -0.00874 -1.59665 0.55660
H 0.12449 -2.30653 -0.07217
H 3.15259 -0.74503 -1.90253

- lowest unoccupied orbital energy (Eh) = 0.0141
- orbital gap (Eh) = 0.3593
- calculated total energy (hartree) = -1349.93006
- HOMO (eV) = -9.4

---

- The lowest calculated total energy belongs to which entry?
  C3H3Br2F

---

- Which formula does entry 4 have?
  C25H58O8

---

- Which value of calculated total energy does entry 5 give?
  -5363.94106 hartree